Model a:
This record from OMol25 describes C37H55As3BN3O2SeZr as an isolated structure. The level of theory is ωB97M-V/def2-TZVPD.

Cartesian coordinates (Å):
Zr -0.29822 1.05740 -0.39512
Se 2.20588 1.71792 0.69921
As -1.19317 -5.46293 1.95510
As -2.04167 -1.68233 -0.45530
As 0.02568 -0.24482 2.21811
O 0.66596 -0.65669 -1.08708
O -2.06900 1.19588 0.76855
N -1.93179 1.61823 -2.00242
N 0.66840 1.65122 -2.43267
N -0.45948 3.28126 -0.02014
C -1.48407 -1.18030 3.06731
C -6.17163 1.27948 0.34996
C -3.63771 -2.02625 -1.54136
C -3.09501 -2.93804 3.59370
C 0.00677 1.27770 3.43796
C -3.00727 -5.74740 1.24183
C -1.01957 -3.25163 -1.00936
C -0.97334 -3.52161 2.35483
C -3.96481 1.35081 -0.65181
C -1.58385 -6.08953 3.77621
C -2.09297 -2.48597 2.51983
C 1.88355 -0.85997 -1.55329
C 5.65793 2.77592 -2.35222
C -3.20714 1.60201 -1.84617
C 3.61758 2.17748 -0.51534
C 1.67150 1.11410 -3.02424
C 2.41092 -0.02663 -2.56001
C 2.64583 -1.95132 -1.12119
C -4.19969 1.25162 1.75302
C 5.12060 0.38524 0.52965
C 4.38897 -1.39661 -2.70731
C -2.88605 -2.28185 1.22374
C 3.65362 -0.31573 -3.13529
C -0.59782 4.41564 0.16512
C -3.35635 1.26582 0.62215
C -5.36805 1.35999 -0.75910
C 5.80523 1.75651 -1.42190
C 2.39887 4.30119 -1.16407
C 3.87460 -2.20676 -1.69437
C 4.51403 3.55799 -2.27187
C 3.51025 3.30265 -1.34005
C 1.59295 -1.20759 2.86482
C 6.73288 3.06167 -3.36572
C -0.07800 2.68953 -3.12557
C -5.56703 1.24419 1.61324
C 4.81823 1.45090 -0.49084
C -1.47243 2.12077 -3.30887
B -0.81625 5.95381 0.40042
H -3.88703 -3.08800 -1.51738
H -3.73962 1.25030 2.73260
H 6.18831 0.38153 0.75571
H 7.67822 3.31234 -2.88077
H 4.45402 -3.05408 -1.34611
H 1.98916 1.53570 -3.98171
H 2.24468 -2.59254 -0.34630
H 6.91725 2.19481 -4.00445
H 0.23128 6.40965 0.79752
H 6.45563 3.89744 -4.00803
H -1.01220 -3.27725 -2.09939
H -0.74904 -5.83138 4.42729
H -1.43604 1.29051 -4.02082
H -2.15715 2.88057 -3.68773
H 4.57219 0.54868 1.45407
H -7.24827 1.27797 0.25535
H 0.81467 1.96072 3.18291
H -3.45362 -1.72662 -2.57302
H -3.14564 -6.82945 1.23593
H 6.72543 1.17870 -1.40695
H -1.67794 -7.17477 3.75686
H -3.82208 1.87366 -2.70898
H -1.71160 6.05930 1.20750
H 1.48316 -2.27724 2.70178
H 4.04105 0.34089 -3.90615
H 2.45972 -0.84027 2.31945
H 4.85350 -0.60332 0.16070
H -0.27303 -3.17282 1.59085
H -0.12226 3.57704 -2.49530
H 5.35942 -1.60584 -3.13576
H 0.37748 2.95629 -4.08234
H 4.41342 4.42266 -2.92079
H -2.49965 -5.65810 4.17734
H -3.63678 -3.83365 3.29167
H -2.26706 -0.42231 3.13771
H -1.12743 6.40262 -0.68520
H 0.12620 0.92019 4.46067
H 2.39593 4.68872 -0.14356
H 0.00939 -3.17436 -0.66836
H -1.46765 -4.17300 -0.63988
H -0.39913 -3.55845 3.28774
H -4.47365 -1.44909 -1.14915
H -5.80994 1.43874 -1.74664
H -3.68214 -1.55126 1.40226
H -3.08650 -5.39963 0.21296
H 2.51997 5.13863 -1.85211
H -2.58280 -3.15255 4.53466
H -6.18658 1.22317 2.50166
H 1.41518 3.86637 -1.31045
H -0.94697 1.79068 3.32722
H -1.13175 -1.37080 4.08627
H 1.71767 -1.01234 3.92931
H -3.37995 -3.22029 0.96662
H -3.79789 -5.30030 1.84042
H -3.82943 -2.15114 3.78018

Computed properties:
Gap between HOMO and LUMO: 6.48 eV
M: 979.628 Da
Lowest unoccupied orbital energy: -0.6759 eV
HOMO level: -7.16 eV
Net charge: 0

Model b:
This record from OMol25 describes C37H55As3BN3O2SeZr as an isolated structure. The level of theory is ωB97M-V/def2-TZVPD.

Cartesian coordinates (Å):
Zr 0.06940 -0.79967 -0.63893
Se -2.11510 -2.24414 -1.52345
As 2.96792 -1.02730 0.11086
As 0.42054 0.93816 1.77854
As 3.76401 3.71245 2.26495
O 0.91316 1.06065 -1.30938
O 0.05878 -1.90680 1.13435
N -1.63428 0.60096 -0.32161
N 0.80109 -3.01504 -1.26071
N 0.51561 -0.99756 -2.97266
C -0.98237 -5.73183 2.33000
C 0.00464 -0.10413 -3.74049
C -0.45554 3.99059 -2.93567
C 0.31956 1.81688 -2.21286
C -1.15445 -4.63358 3.17669
C -1.00933 3.44561 -4.10265
C 4.01972 4.55398 0.51002
C 3.60153 -0.61351 1.92287
C -1.04416 0.64770 3.02303
C -0.80100 -3.36247 2.77638
C -3.81852 -1.70041 1.21151
C 1.89458 0.85606 3.07830
C 5.66560 3.74517 2.75519
C 0.51391 -4.10383 -0.65265
C 3.69476 1.86470 1.55385
C 0.20814 3.20287 -2.02291
C -3.78103 -1.29655 -1.32289
C -6.23018 0.05657 -1.10302
C 3.67052 -2.84912 0.16143
C 4.31352 -0.19732 -1.02620
C -0.44347 -5.52303 1.08178
C -5.59830 -0.07980 -2.32942
C 3.33849 0.75911 2.55950
C -5.61546 -0.50162 0.00652
C -0.09740 -4.23746 0.64656
C 1.46686 -3.13317 -2.55516
C -0.86507 2.09969 -4.33072
C -2.41258 1.43835 -0.13585
C 0.22843 2.86325 1.58220
C -0.21060 1.27368 -3.40309
C -0.28140 -3.13229 1.49591
C -4.38106 -0.74020 -2.45779
C -3.73717 -0.81661 -3.81695
C -4.40057 -1.17354 -0.07371
C -7.51051 0.83300 -0.96110
C 4.26758 0.85676 3.77803
C 0.67423 -2.32857 -3.55465
B -3.44400 2.56442 0.21836
H -1.19038 -0.42056 3.16306
H 4.67979 -2.84858 0.57275
H 0.29723 3.35304 2.55282
H -2.80108 -2.06124 1.08349
H -1.53568 4.07343 -4.80738
H 1.56112 -4.17727 -2.86452
H -3.81753 -0.91431 1.96935
H 5.31657 0.82743 3.47277
H 2.46772 -2.69971 -2.47465
H 5.97336 4.78432 2.87150
H 1.19939 -2.27521 -4.51128
H 3.09382 4.53057 -0.06276
H 4.30995 5.59505 0.64715
H -0.30847 -2.78339 -3.70516
H 4.79880 4.03773 -0.05289
H -7.88498 1.15419 -1.93281
H 3.02326 -3.45157 0.79921
H -3.69418 2.41030 1.39969
H 4.32432 -0.73446 -1.97533
H -1.26673 1.64890 -5.23253
H 4.67964 1.65722 1.12336
H -1.57021 -4.78158 4.16555
H -0.29676 -0.39005 -4.75280
H -2.75647 -0.33515 -3.79961
H -1.95045 1.07767 2.59782
H -0.56240 5.05016 -2.73948
H 2.97733 1.87038 0.72476
H -0.28728 -6.35742 0.40689
H 3.69379 -3.28971 -0.83260
H 1.78565 1.73334 3.72099
H 4.09307 1.78571 4.32599
H -7.34700 1.72367 -0.35121
H 1.68909 -0.02274 3.69754
H 4.03022 0.83471 -1.22302
H -1.26176 -6.72480 2.65257
H 5.30468 -0.23735 -0.57565
H -4.42178 2.42936 -0.47743
H -0.82926 1.12512 3.97895
H 4.68054 -0.78904 1.88091
H 5.82846 3.23332 3.70215
H -2.87775 3.62339 0.02855
H -3.58344 -1.85398 -4.11973
H 3.17141 -1.39974 2.55128
H -4.42095 -2.52785 1.59488
H 0.61854 3.63103 -1.11968
H 0.76775 -5.04893 -1.14112
H -0.74053 3.08077 1.13313
H -8.28452 0.23530 -0.47649
H 1.00926 3.24393 0.93009
H -0.93368 -2.51602 3.43651
H -6.08190 -0.38941 0.98096
H 6.27720 3.27825 1.98173
H -4.35593 -0.31754 -4.56249
H -6.04822 0.36175 -3.21271
H 4.08836 0.02650 4.46461

Computed properties:
Gap between HOMO and LUMO: 6.88 eV
M: 979.628 Da
Lowest unoccupied orbital energy: -0.3431 eV
HOMO level: -7.22 eV
Net charge: 0

model b takes first place; second place is 52.3 kJ/mol up.

Model a:
This record from OMol25 describes a 2-piece molecular cluster, C10H19N2 overall. The level of theory is ωB97M-V/def2-TZVPD.

Cartesian coordinates (Å):
N -1.52623 1.11552 -0.28718
N -3.30085 0.04143 0.69378
C -1.12535 -0.16141 -0.73059
C 0.95387 0.33180 0.47923
C 3.11944 -0.79784 0.37200
C -0.94084 -0.24813 -2.22537
C 1.66416 -0.78252 -0.13809
C 0.47672 0.33858 1.85268
C -2.41693 1.07511 0.75094
C 1.29553 1.62990 -0.12981
C -1.51053 -1.33073 0.04674
C -3.00973 -1.06623 0.19289
H -3.73389 -1.65535 -0.35068
H -1.79535 0.23719 -2.71944
H 0.44599 -0.66913 2.21992
H 3.12749 -0.76102 1.40518
H -0.44393 0.87627 2.09466
H -1.46883 -2.33346 -0.56501
H 1.66817 -0.70827 -1.14555
H 3.56589 -1.66995 -0.04939
H -2.46175 1.93379 1.45416
H -1.13936 -1.37300 1.00492
H -1.20561 2.02256 -0.75576
H 1.18007 1.57257 -1.28963
H 2.41623 1.61258 -0.09680
H 3.75953 0.06560 -0.03555
H -0.25071 0.34818 -2.58255
H 0.92841 2.45260 0.30695
H 1.34200 -1.74152 0.10775
H 1.18763 0.96099 2.61305
H -0.80125 -1.31608 -2.49346

Computed properties:
Gap between HOMO and LUMO (spin up / spin down): 6.95 / 6.95 eV
M: 167.276 Da
Lowest unoccupied orbital energy (spin up / spin down): -4.5343 / -4.5331 eV
HOMO level (spin up / spin down): -11.49 / -11.49 eV
Net charge: +1

Model b:
This record from OMol25 describes a 3-piece molecular cluster, C10H19N2 overall. The level of theory is ωB97M-V/def2-TZVPD.

Cartesian coordinates (Å):
N 0.49807 1.71188 0.12252
N 1.75700 2.40979 -2.13112
C 1.10908 -2.64262 2.17651
C -1.57256 0.72625 0.64128
C 1.34025 -2.22957 0.88503
C -1.30868 -0.67963 -1.84684
C -1.81862 1.50974 1.87397
C -0.41497 0.83675 -0.17123
C -2.49021 -0.25360 0.31857
C 2.58297 -1.49207 0.56014
C -0.38403 0.29766 -1.47218
C -2.47015 -1.05377 -0.91687
H 0.87130 1.83135 1.03345
H 1.97746 -2.55606 2.85010
H -1.92847 0.94386 2.80322
H 3.19099 -1.05561 1.41905
H 1.74396 3.27621 -2.69356
H 1.04595 2.23853 -0.61151
H -2.59824 2.26517 1.78360
H -3.30810 -0.54861 0.93004
H 2.31073 -0.70039 -0.25367
H 0.93349 1.90194 -2.38489
H -3.47273 -0.71769 -1.45525
H 0.74375 -2.25956 0.00116
H -2.47464 -2.20104 -0.97668
H 3.18593 -2.05086 -0.11081
H 0.51371 0.47475 -2.03802
H -1.41818 -1.06826 -2.86743
H -0.94192 2.05132 2.17475
H 0.15801 -2.88097 2.62541
H 2.63887 1.91511 -2.26877

Computed properties:
Gap between HOMO and LUMO: 7.28 eV
M: 167.276 Da
Lowest unoccupied orbital energy: -4.7206 eV
HOMO level: -12.00 eV
Net charge: +1

model b takes first place; second place is 174.8 kJ/mol up.

Model a:
This record from OMol25 describes a 2-piece molecular cluster, C2H6NO2S2 overall. The level of theory is ωB97M-V/def2-TZVPD.

Cartesian coordinates (Å):
S -0.41296 1.54717 -0.97862
S -1.32215 2.93412 0.25876
O 0.72738 -1.97099 -0.92920
O 0.28486 -1.90743 1.29232
N 1.10838 -3.80301 0.35218
C 0.85415 0.91423 0.13992
C 0.66159 -2.44795 0.22920
H 1.48125 1.72815 0.49673
H 0.70550 -4.29565 1.13070
H 0.38314 0.38675 0.96117
H 1.14564 -4.29292 -0.52499
H -2.38040 2.19679 0.63178
H 1.43631 0.18125 -0.41402

Computed properties:
Gap between HOMO and LUMO: 7.26 eV
M: 140.209 Da
Lowest unoccupied orbital energy: 2.9713 eV
HOMO level: -4.29 eV
Net charge: -1

Model b:
This record from OMol25 describes a 2-piece molecular cluster, C2H6NO2S2 overall. The level of theory is ωB97M-V/def2-TZVPD.

Cartesian coordinates (Å):
S -1.34663 0.46521 -2.65118
S -2.77388 0.54716 -1.14793
O 0.79519 1.04916 0.68713
O 0.90032 -1.11429 -0.01098
N 2.66328 -0.18534 1.03441
C 1.34211 -0.06896 0.53328
C -1.96418 -0.25769 0.24546
H -2.75295 -0.67729 0.89094
H 3.12095 -1.03838 0.77953
H -1.39397 -1.13140 -0.05115
H -1.38424 0.44213 0.83299
H 3.23227 0.64463 0.99520
H -0.43827 1.32506 -2.13768

Computed properties:
Gap between HOMO and LUMO: 7.61 eV
M: 140.209 Da
Lowest unoccupied orbital energy: 3.3484 eV
HOMO level: -4.26 eV
Net charge: -1

model a takes first place; second place is 9.4 kJ/mol up.